21 unconnected molecules or ions with the total composition C36H119N37O21 in a non-equilibrium geometry. Source: the OMol25 dataset; level of theory: ωB97M-V/def2-TZVPD.

```
213
Properties=species:S:1:pos:R:3:mulliken_charge:R:1
C -1.7484 2.1405 3.3793 -0.661
O -0.8190 1.9946 2.6591 1.272
N -1.6413 2.0313 4.6858 -0.135
N -2.9319 2.3950 3.0087 -0.328
H -0.7762 1.6589 5.0506 0.183
H -2.4776 2.1667 5.2358 0.159
H -3.7371 2.4421 3.6165 0.096
H -2.9444 2.6441 2.0299 -0.141
C 1.5950 3.7277 4.6911 0.338
O 1.2340 2.7535 5.2640 -0.733
N 0.8008 4.5872 4.1143 -0.193
N 2.8690 4.1253 4.5766 -0.230
H -0.1997 4.4510 4.1358 0.213
H 1.1798 5.3348 3.5508 0.151
H 2.9560 4.9560 4.0087 0.154
H 3.6578 3.5614 4.8594 0.177
C -5.9003 1.0007 -3.7379 0.572
O -6.0206 1.9524 -2.9901 -0.873
N -5.6302 -0.1528 -3.3481 0.329
N -5.8964 1.0849 -5.0366 -0.480
H -5.3843 -0.8259 -4.0599 0.200
H -5.4889 -0.3946 -2.3777 -0.261
H -5.9390 2.0428 -5.3537 0.284
H -5.9923 0.2925 -5.6555 0.163
C -9.3431 -1.7641 -0.5957 0.646
O -9.3321 -2.9532 -0.7479 -0.692
N -10.2677 -1.0660 -0.9964 -0.352
N -8.4519 -1.0485 0.0496 -0.226
H -10.9346 -1.5233 -1.6015 0.246
H -10.3986 -0.0913 -0.7664 0.152
H -8.6898 -0.1020 0.3096 0.160
H -7.6652 -1.6116 0.3400 0.069
C -0.5497 -4.9223 0.5423 0.250
O -0.5247 -6.0731 0.9125 -0.812
N -0.9302 -3.9013 1.2357 0.229
N -0.0848 -4.4501 -0.5967 1.490
H -1.3070 -4.1406 2.1417 0.077
H -1.0820 -2.9850 0.8390 -0.417
H 0.1669 -5.0987 -1.3289 0.284
H -0.1977 -3.4727 -0.8249 -1.058
C -1.4589 -0.5286 0.1941 1.449
O -1.6420 -1.6198 -0.2589 0.493
N -0.3279 -0.1751 0.6751 1.415
N -2.2386 0.4880 -0.0094 0.619
H 0.4758 -0.7560 0.4836 -1.074
H -0.2251 0.7281 1.1153 -1.106
H -3.1268 0.2270 -0.4132 -0.410
H -1.8563 1.3900 0.2362 -0.848
C -2.3267 -2.2113 4.1576 0.394
O -3.3493 -2.6925 3.6814 -0.672
N -1.6122 -2.8719 5.0646 -0.237
N -1.7408 -1.0791 3.8597 0.539
H -0.7579 -2.4202 5.3583 0.075
H -1.8945 -3.7514 5.4733 0.209
H -0.8481 -0.8825 4.2892 0.201
H -2.0716 -0.5827 3.0447 -0.653
C -1.5706 -1.5576 -4.0282 0.142
O -1.2456 -1.5369 -5.1793 -0.812
N -0.7788 -1.7734 -3.0396 2.130
N -2.8255 -1.5032 -3.7080 0.836
H -1.1426 -1.8215 -2.0987 -1.780
H 0.1754 -1.9155 -3.3386 -0.243
H -3.0656 -1.4709 -2.7275 -0.525
H -3.4709 -1.8946 -4.3791 0.241
C 1.9545 1.0509 -1.9442 0.396
O 2.9493 0.8570 -1.2836 -0.042
N 1.3232 0.0559 -2.4888 0.584
N 1.3384 2.1752 -2.2171 0.047
H 1.7148 -0.8747 -2.5177 -0.200
H 0.4955 0.2362 -3.0387 -0.042
H 0.4753 2.0735 -2.7316 0.068
H 1.5474 2.9416 -1.5933 -0.152
C 1.3126 -0.9600 5.2055 0.578
O 1.0482 -2.1365 5.0412 -0.784
N 1.0803 0.0297 4.3327 0.683
N 1.7266 -0.4719 6.3340 -0.360
H 0.8756 -0.0608 3.3478 -0.526
H 0.9585 0.9891 4.6239 -0.071
H 1.7803 0.5174 6.5298 0.120
H 1.9145 -1.0094 7.1682 0.267
C 2.7292 -3.8608 -2.3901 -0.133
O 2.2339 -2.7335 -2.2676 -0.959
N 2.9624 -4.6539 -1.3703 0.176
N 3.2267 -4.3099 -3.4925 -0.178
H 2.8481 -4.2497 -0.4518 -0.194
H 3.3663 -5.5484 -1.6089 0.212
H 3.6746 -5.2086 -3.6011 0.167
H 3.2016 -3.6610 -4.2661 0.322
C -5.6389 0.3913 4.2752 0.609
O -5.7616 -0.2251 5.3142 -0.738
N -5.0741 -0.0463 3.1761 0.043
N -6.0938 1.5951 4.0399 -0.338
H -4.6278 -0.9481 3.0880 -0.094
H -5.0103 0.5340 2.3519 0.068
H -5.8154 2.0606 3.1879 0.315
H -6.4156 2.0996 4.8536 0.201
C -1.3388 4.1718 -0.0769 0.366
O -2.4977 3.7875 0.0110 -0.910
N -0.9378 4.9306 -1.0371 -0.198
N -0.3727 3.9349 0.7085 1.460
H -1.4654 5.1781 -1.8621 0.352
H -0.1515 5.5206 -0.8055 -0.039
H 0.5611 4.2608 0.5040 -0.390
H -0.4676 3.2721 1.4647 -1.034
C -5.6941 2.2577 0.4588 0.474
O -5.5671 2.5322 1.6200 -0.864
N -4.7656 2.4209 -0.4664 0.130
N -6.6440 1.5060 -0.0368 -0.059
H -4.0133 3.0510 -0.2272 0.370
H -5.1009 2.3119 -1.4129 0.083
H -7.4779 1.3891 0.5210 0.258
H -6.4844 1.1343 -0.9622 -0.097
C -5.0907 -2.4733 -0.7171 0.248
O -5.1050 -1.3003 -0.9141 -0.601
N -4.1642 -3.2263 -0.2478 -0.118
N -5.9922 -3.2833 -1.0983 -0.140
H -3.3324 -2.6968 -0.0294 -0.491
H -4.3975 -4.2083 -0.2098 0.225
H -5.8536 -4.2788 -0.9984 0.137
H -6.7823 -2.8749 -1.5769 0.177
C -1.9894 2.2599 -4.3252 0.805
O -0.8132 2.2105 -4.1280 -0.845
N -2.7909 3.1586 -3.8333 -0.248
N -2.6510 1.3557 -4.9187 -0.314
H -3.7907 3.1039 -3.9658 0.064
H -2.3795 3.9431 -3.3481 0.103
H -3.6058 1.4063 -5.2441 0.182
H -1.9796 0.6511 -5.1886 0.180
C 3.7061 -1.6692 1.8258 -2.187
C 2.7016 -2.7538 1.5505 4.262
C 3.0161 -4.2124 1.8652 -0.994
O 4.3153 -4.5794 1.2675 -0.241
C 4.8487 -5.8273 1.7443 -0.940
N 1.4507 -2.3505 2.1959 0.097
H 4.5086 -1.6865 1.0883 0.696
H 4.1367 -1.6844 2.8271 0.359
H 3.2826 -0.6657 1.7857 0.126
H 2.6327 -2.8203 0.4647 -2.959
H 2.2736 -4.9370 1.5310 0.563
H 3.1341 -4.3174 2.9437 0.689
H 5.1699 -6.3521 0.8446 0.267
H 4.0665 -6.4655 2.1553 0.361
H 5.5041 -5.6874 2.6039 0.279
H 0.8139 -3.1319 2.1326 -0.281
H 1.6260 -2.2829 3.1882 -0.034
C -0.0300 -4.9124 -4.7947 -1.375
C -0.6014 -5.5053 -3.5039 3.767
C -1.9360 -6.2645 -3.7639 -1.461
O -3.1333 -5.5834 -4.2560 -0.414
C -3.7367 -4.7059 -3.3202 -0.523
N 0.3302 -6.3412 -2.7645 -0.723
H -0.0195 -5.5911 -5.6475 0.367
H 0.9816 -4.5250 -4.6733 0.155
H -0.7255 -4.1530 -5.1521 0.311
H -0.7544 -4.6135 -2.8962 -2.376
H -2.1843 -6.7267 -2.8085 0.518
H -1.5852 -7.0950 -4.3765 0.403
H -4.5290 -4.0525 -3.6853 0.322
H -3.0295 -4.0724 -2.7848 0.004
H -4.1646 -5.1741 -2.4338 0.421
H 0.1627 -7.3109 -2.9919 0.321
H 1.2691 -6.1590 -3.0891 0.072
C 7.4004 2.0676 1.6965 -1.248
C 6.1174 2.9302 1.4823 0.428
C 4.7755 2.1245 1.5322 -0.214
O 3.5928 3.0010 1.5579 0.367
C 2.3377 2.3344 1.7496 0.211
N 6.0386 3.8964 2.5366 -0.640
H 7.6310 1.9684 2.7572 0.392
H 8.1786 2.4472 1.0344 0.256
H 7.1462 1.1346 1.1936 0.219
H 6.1936 3.4051 0.5042 0.328
H 4.7584 1.5954 2.4850 0.316
H 4.6668 1.4349 0.6951 -0.357
H 1.9656 1.7597 0.9014 -0.252
H 1.6121 3.1425 1.8416 -0.843
H 2.3512 1.6277 2.5794 1.193
H 5.8942 3.3463 3.3713 0.317
H 5.1216 4.2880 2.3760 -0.150
C 5.2019 -0.0861 -3.7816 -1.283
C 5.9071 -0.7742 -2.6128 0.526
C 6.7169 0.1632 -1.6953 -0.341
O 7.9447 0.4522 -2.3420 -0.391
C 9.0101 1.1631 -1.6843 -0.757
N 4.8682 -1.3859 -1.7902 -0.026
H 4.4608 0.6604 -3.4960 0.028
H 4.7439 -0.8906 -4.3570 0.419
H 5.9583 0.3001 -4.4649 0.503
H 6.5739 -1.5255 -3.0358 0.600
H 6.8103 -0.3488 -0.7376 0.278
H 6.1932 1.1035 -1.5232 0.016
H 9.4586 0.6841 -0.8140 0.268
H 8.6763 2.1880 -1.5225 0.271
H 9.7502 1.2094 -2.4832 0.302
H 4.3917 -0.6038 -1.3642 -0.229
H 4.2867 -1.6465 -2.5738 -0.160
C 2.3119 6.8551 -1.4101 -1.618
C 2.7586 6.0492 -0.1816 0.165
C 2.1336 6.6340 1.0851 -0.750
O 2.8230 6.0665 2.2374 -0.242
C 3.9925 6.8100 2.6381 -0.905
N 2.3625 4.7221 -0.4827 0.112
H 1.2479 6.8588 -1.6466 0.221
H 2.6619 6.4624 -2.3647 0.420
H 2.5579 7.8943 -1.1918 0.484
H 3.8306 6.2238 -0.0893 0.280
H 1.0676 6.4248 1.1745 0.148
H 2.2173 7.7206 1.1066 0.623
H 4.3217 6.4572 3.6155 0.303
H 3.6608 7.8429 2.7433 0.353
H 4.7506 6.7812 1.8555 0.310
H 2.8961 4.5319 -1.3189 0.370
H 2.7582 4.0985 0.2063 -0.480
```

Calculated values
HOMO-LUMO gap (eV): 8.6
Lowest unoccupied orbital energy (eV): 0.08
Net charge: 0

A single C8H7BrN2O3 molecule in a non-equilibrium geometry. Source: the OMol25 dataset; level of theory: ωB97M-V/def2-TZVPD.

```
21
Properties=species:S:1:pos:R:3:mulliken_charge:R:1
C 1.4516 1.1625 -0.0445 -0.624
C 2.3125 0.1054 -0.3455 -0.025
C 0.0503 1.1896 0.0006 0.410
C -1.8480 1.9307 0.8758 0.343
C -2.1184 0.4190 0.5709 -0.826
C 1.8424 -0.9245 -1.1314 -0.708
C -0.9182 -0.0295 -0.2401 0.409
C -0.5008 -1.3080 0.2636 -0.687
N -0.6096 2.2128 0.4484 -0.699
N 2.4991 -2.1458 -1.1082 0.999
O 3.5765 -2.2695 -0.5465 -0.648
O -2.7182 2.5900 1.3601 -0.525
O 1.9326 -3.0353 -1.7355 -0.588
Br -0.7344 -2.8611 -0.7342 0.038
H 1.7374 1.8951 0.6655 0.355
H 3.3771 -0.1100 -0.0289 0.385
H -2.2113 -0.2547 1.4716 0.322
H -2.9927 0.1276 0.0328 0.383
H 1.2939 -0.8293 -2.0370 0.585
H -1.1498 -0.1455 -1.2246 0.623
H -0.0384 -1.2556 1.2618 0.480
```

Calculated values
Energy above the lowest of the compared OMol25 structures with the same formula, charge and spin (kcal per mole): 89.2
HOMO-LUMO gap (spin up / spin down) (eV): 5.4 / 6.9
Lowest unoccupied orbital energy (spin up / spin down) (eV): -2.96 / -1.98
Net charge: 0

A molecular structure, C29H26N7O2SZn. Source: the OMol25 dataset; level of theory: ωB97M-V/def2-TZVPD.

```
66
Properties=species:S:1:pos:R:3:mulliken_charge:R:1
Zn 0.2214 1.4072 -0.7995 0.256
C 0.1935 1.0137 -4.0786 -1.273
O 0.0570 0.3449 -2.8197 -0.297
C 0.1829 -1.0287 -2.8059 0.645
C 0.8533 -1.7059 -3.8149 -0.459
C 0.9494 -3.0899 -3.7938 -0.670
C 0.3644 -3.8104 -2.7639 -1.066
C -0.3228 -3.1329 -1.7743 0.096
C -0.4259 -1.7413 -1.7597 -0.224
N -1.2944 -1.2440 -0.7670 -1.182
N -1.2539 -0.0085 -0.5366 1.283
C -2.2121 0.6080 0.2425 0.229
C -2.1997 2.0275 0.0845 0.910
O -1.2954 2.6556 -0.5925 -0.763
C -3.2424 2.7898 0.7029 -0.958
C -4.1788 2.1827 1.4589 -0.935
C -4.1791 0.7671 1.6885 0.796
C -5.1473 0.1990 2.5303 -0.812
C -5.1539 -1.1492 2.7906 -0.613
C -4.1715 -1.9546 2.2084 -0.775
C -3.2185 -1.4236 1.3670 -0.496
C -3.1984 -0.0448 1.0745 0.942
H -0.3690 0.4811 -4.8440 0.553
H 1.2410 1.1001 -4.3679 0.366
H -0.2339 2.0023 -3.9420 0.250
H 1.3163 -1.1584 -4.6230 0.469
H 1.4736 -3.5971 -4.5928 0.427
H 0.4112 -4.8907 -2.7521 0.477
H -0.8404 -3.6671 -0.9878 0.514
H -3.2363 3.8593 0.5431 0.475
H -4.9592 2.7714 1.9277 0.401
H -5.8892 0.8485 2.9795 0.402
H -5.9076 -1.5821 3.4341 0.403
H -4.1611 -3.0175 2.4141 0.419
H -2.4870 -2.0739 0.9196 0.576
C 0.1852 1.2608 4.5813 -0.814
N 0.8071 0.2305 3.7621 0.220
C 1.1388 -1.0436 4.1812 -0.717
C 1.6192 -1.7008 3.1176 -0.378
N 1.5808 -0.8184 2.0333 0.462
C 1.0727 0.3822 2.4481 0.029
S 0.7224 1.8051 1.6141 -0.422
C 2.0997 -1.1768 0.7577 0.416
C 2.0095 -2.5040 0.3572 -0.555
C 2.6699 -2.8843 -0.7956 -0.713
C 3.3643 -1.9300 -1.5226 -0.797
C 3.3132 -0.6213 -1.0849 -0.245
N 2.7023 -0.2381 0.0417 -0.209
H 0.1369 0.8983 5.6041 0.322
H -0.8169 1.4741 4.2127 0.323
H 0.7765 2.1726 4.5387 0.345
H 1.0153 -1.3620 5.2003 0.468
H 2.0266 -2.6904 3.0394 0.528
H 1.4333 -3.2170 0.9284 0.420
H 2.6282 -3.9122 -1.1292 0.484
H 3.9094 -2.1867 -2.4187 0.441
H 3.7940 0.1702 -1.6499 0.453
N 2.9101 2.6679 -0.7022 0.194
C 3.5629 3.8229 -0.8726 -0.151
C 2.7957 4.6071 -1.7102 -0.882
C 1.6683 3.8319 -1.9869 -0.391
N 1.7531 2.6502 -1.3784 0.293
H 3.1105 1.8860 -0.0865 0.180
H 4.5095 4.0071 -0.3939 0.460
H 3.0138 5.5999 -2.0596 0.422
H 0.8014 4.0815 -2.5765 0.447
```

Calculated values
Energy above the lowest of the compared OMol25 structures with the same formula, charge and spin (kcal per mole): 12.8
HOMO-LUMO gap (eV): 6.6
Lowest unoccupied orbital energy (eV): -3.03
Net charge: +1

2 unconnected molecules or ions with the total composition CH3Cl2OP in a non-equilibrium geometry. Source: the OMol25 dataset; level of theory: ωB97M-V/def2-TZVPD.

```
8
Properties=species:S:1:pos:R:3:mulliken_charge:R:1
C 0.6222 -0.2852 -0.8975 0.390
O -0.4785 0.2479 -0.6419 -0.148
P -0.7767 1.6316 0.2050 -0.093
Cl 0.6889 -1.6820 -1.8788 -0.112
Cl 2.0788 0.3926 -0.3017 -0.089
H 0.1514 -0.9328 1.2369 -0.145
H -0.0723 -0.5770 1.8715 0.167
H -2.2138 1.2048 0.4065 0.030
```

Calculated values
Energy above the lowest of the compared OMol25 structures with the same formula, charge and spin (kcal per mole): 138.7
HOMO-LUMO gap (spin up / spin down) (eV): 6.8 / 8.0
Lowest unoccupied orbital energy (spin up / spin down) (eV): -0.72 / 0.02
Net charge: 0

2 unconnected molecules or ions with the total composition C15H25N3O4S in a non-equilibrium geometry. Source: the OMol25 dataset; level of theory: ωB97M-V/def2-TZVPD.

```
48
Properties=species:S:1:pos:R:3:mulliken_charge:R:1
C 0.1305 2.6490 0.8434 -0.680
N -0.7512 1.9584 1.7902 -0.353
S -1.3263 0.4470 1.2757 1.327
O -1.9460 -0.1403 2.4666 -0.751
O -0.1225 -0.2943 0.8774 -0.622
C -2.5105 0.8438 -0.0676 0.431
C -3.7449 1.4619 0.2528 1.148
C -4.1419 1.8200 1.6657 -1.633
C -4.6583 1.7596 -0.7659 -1.147
C -4.3821 1.4675 -2.0982 0.634
C -5.3785 1.8007 -3.1750 -1.433
C -3.1657 0.8695 -2.4137 -1.317
C -2.2266 0.5501 -1.4257 0.836
C -0.9459 -0.1013 -1.8872 -1.353
H -0.3743 2.8016 -0.1164 0.284
H 0.4119 3.6294 1.2410 0.332
H 1.0463 2.0739 0.6688 0.208
H -0.2926 1.7856 2.6752 0.308
H -4.3269 0.9128 2.2483 0.323
H -3.3579 2.4049 2.1536 0.334
H -5.0566 2.4197 1.6780 0.388
H -5.6063 2.2277 -0.5206 0.349
H -6.3829 1.4912 -2.8705 0.369
H -5.1319 1.2890 -4.1104 0.360
H -5.3837 2.8791 -3.3587 0.308
H -2.9490 0.6479 -3.4536 0.288
H -0.0823 0.4972 -1.5840 0.255
H -0.9167 -0.1951 -2.9765 0.390
H -0.8579 -1.1068 -1.4643 0.295
C 6.2367 -3.6692 -1.0491 -0.850
N 4.8799 -3.4676 -0.5454 -0.158
C 4.2369 -2.2947 -0.5775 0.363
O 4.7395 -1.2802 -1.0534 -0.678
C 2.8047 -2.2727 -0.0326 -0.398
N 2.5903 -1.2575 0.9975 0.119
C 3.2177 -1.2535 2.1704 0.706
C 2.8111 -0.1763 3.1479 -0.983
O 4.0702 -2.0771 2.4803 -0.670
H 6.3108 -3.2929 -2.0715 0.271
H 6.4922 -4.7293 -1.0348 0.329
H 6.9419 -3.1177 -0.4241 0.284
H 4.4251 -4.2362 -0.0790 0.259
H 2.1283 -2.0881 -0.8661 0.183
H 2.5676 -3.2500 0.3881 0.340
H 1.8256 -0.6085 0.8621 0.188
H 1.7694 -0.3281 3.4244 0.221
H 3.4433 -0.2482 4.0319 0.316
H 2.9398 0.7984 2.6825 0.279
```

Calculated values
Energy above the lowest of the compared OMol25 structures with the same formula, charge and spin (kcal per mole): 0.0
SMILES: CNS(=O)(=O)c1c(C)cc(C)cc1C.CNC(=O)CNC(C)=O
HOMO-LUMO gap (eV): 9.3
Lowest unoccupied orbital energy (eV): 0.26
Net charge: 0

A single C4H10Cl2OSi molecule in a non-equilibrium geometry. Source: the OMol25 dataset; level of theory: ωB97M-V/def2-TZVPD.

```
18
Properties=species:S:1:pos:R:3:mulliken_charge:R:1
C 1.8293 -0.3721 -0.1585 -1.114
C 1.2412 1.0257 -0.3726 -0.150
C -0.0255 0.8204 -1.1150 -0.261
O -0.7314 1.9392 -1.5352 -0.550
Si -1.3902 -0.4296 0.1033 0.719
C -0.9986 -1.0190 1.9565 -1.078
Cl -2.0410 -1.9612 -1.1438 -0.292
Cl -2.9479 0.8711 -0.0103 -0.277
H 2.6443 -0.4214 0.5855 0.302
H 1.0655 -1.0130 0.2411 0.122
H 2.2462 -0.7328 -1.0546 0.412
H 2.0188 1.4591 -1.0402 0.284
H 1.1152 1.5055 0.6971 0.209
H 0.2346 0.2085 -1.9941 0.320
H -1.5150 1.6413 -1.9907 0.319
H 0.0250 -1.1782 1.9617 0.364
H -1.2344 -0.4142 2.8251 0.329
H -1.5360 -1.9292 2.0446 0.340
```

Calculated values
Energy above the lowest of the compared OMol25 structures with the same formula, charge and spin (kcal per mole): 26.2
SMILES: CC[C@H](O)[Si](C)(Cl)Cl
HOMO-LUMO gap (eV): 9.8
Lowest unoccupied orbital energy (eV): 0.67
Net charge: 0

no.,DFT total energy (hartree)
1,-5049.42919
2,-3218.02919
3,-3831.83876
4,-1376.74118
5,-1450.00551
6,-1443.58517